2 unconnected molecules or ions with the total composition C4H12 in a non-equilibrium geometry, computed with ωB97M-V with the def2-TZVPD basis set.

Computed properties:
ΔE to the lowest compared entry with this formula, charge and spin (kcal per mole): 20.8
Total charge: 0
Structure (SMILES): CC.CC

Geometry (Å):
C1 1.11958 1.00846 1.60880
C2 0.09735 2.09505 1.38488
H1 1.98149 1.49061 2.09470
H2 0.82251 0.17624 2.22581
H3 1.59532 0.73944 0.67681
H4 -0.24272 2.43366 0.39254
H5 0.52303 3.03422 1.77403
H6 -0.88111 2.05225 1.89837
C3 -1.05086 -1.19876 -1.98845
C4 -0.16196 -2.01412 -1.00366
H7 -1.80803 -0.54439 -1.42284
H8 -0.41712 -0.40977 -2.39992
H9 -1.67970 -1.60684 -2.77643
H10 0.66989 -2.40999 -1.59445
H11 -0.92501 -2.72021 -0.60829
H12 0.16087 -1.36575 -0.19470

Atomic partial charges in e from the natural (NBO) method, atoms 1 to 4: -0.627, -0.634, 0.207, 0.215